C22H49CoN2P3SSe as an isolated structure, computed with ωB97M-V/def2-TZVPD.

Summary:
Orbital gap (spin up / spin down)   7.3 / 3.7 eV
Net charge   +3
E_LUMO (spin up / spin down)   -8.49 / -12.82 eV
Multiplicity   5

CARTESIAN COORDINATES (ANGSTROEM)
Co1 -0.32136 0.29798 -0.74458
P1 0.35970 -0.00225 1.76930
P2 1.64439 1.22067 -0.94383
P3 -1.06043 -1.76103 -0.62727
H1 0.64236 0.04301 -3.55885
C1 -0.39668 -0.12824 -3.29877
C2 -1.02350 0.76097 -2.40669
H2 -0.47511 1.69202 -2.12553
C3 1.78630 -1.05257 2.31220
C4 0.81597 1.53567 2.69266
C5 -0.85887 -0.63538 2.99356
C6 2.20499 1.54040 -2.66039
C7 1.52724 2.95634 -0.35502
C8 3.25525 0.68608 -0.23363
C9 -1.54759 -2.59739 -2.17538
C10 -2.65932 -1.78829 0.28608
C11 -0.13018 -3.13455 0.14193
H3 -1.00766 -0.64019 -4.03794
H4 -2.13347 0.75242 -2.36911
H5 1.90522 -0.96278 3.40581
H6 2.71619 -0.74333 1.82556
H7 1.61850 -2.10493 2.06056
H8 0.78914 1.32942 3.77397
H9 0.11775 2.35666 2.48103
H10 1.83052 1.86416 2.44267
H11 -0.45060 -0.50801 4.00839
H12 -1.05799 -1.70278 2.86467
H13 -1.81071 -0.08928 2.94548
H14 3.04233 2.23562 -2.58352
H15 1.43037 1.99521 -3.28272
H16 2.55695 0.63068 -3.15504
H17 2.51867 3.41194 -0.31278
H18 1.08507 3.03521 0.63799
H19 0.90605 3.53085 -1.04439
H20 4.06890 1.14380 -0.81532
H21 3.36197 -0.40497 -0.31328
H22 3.38443 0.98559 0.81381
H23 -1.96775 -3.58761 -1.96991
H24 -0.66392 -2.70524 -2.82529
H25 -2.29770 -1.98655 -2.68857
H26 -3.17070 -2.73279 0.05135
H27 -3.28160 -0.94001 -0.03041
H28 -2.48840 -1.72546 1.36665
H29 -0.65201 -4.06759 -0.10087
H30 -0.07229 -3.03813 1.22838
H31 0.88189 -3.17788 -0.27394
C12 3.23215 -3.58404 -2.21252
C13 2.25892 -2.86565 -2.92535
C14 1.82508 -3.32442 -4.18113
C15 2.37380 -4.49864 -4.72399
C16 3.37960 -5.17610 -4.04188
C17 3.81672 -4.71803 -2.79996
Se1 3.84420 -3.08818 -0.48436
H32 2.86530 -3.94636 0.20273
H33 1.84760 -1.94769 -2.50809
H34 1.06746 -2.77400 -4.74207
H35 2.00867 -4.87352 -5.68460
H36 3.83992 -6.06809 -4.46972
H37 4.60121 -5.22848 -2.25453
C18 -1.28636 4.58537 0.71145
N1 -1.65727 3.74288 1.85152
C19 -1.83561 4.50896 3.08963
C20 -2.26854 2.53894 1.64208
S1 -2.04895 1.71041 0.13324
N2 -3.19210 2.02836 2.49109
C21 -3.15596 2.14268 3.94547
C22 -4.23218 1.15979 1.94346
H38 -2.08707 5.30831 0.51454
H39 -1.14153 3.96944 -0.17941
H40 -0.37014 5.12402 0.96907
H41 -2.88772 4.60282 3.37376
H42 -1.23763 4.08641 3.90933
H43 -1.44794 5.51212 2.88028
H44 -3.74113 3.00849 4.27854
H45 -3.64037 1.24873 4.34975
H46 -2.12621 2.18634 4.33598
H47 -4.41939 1.40825 0.89223
H48 -3.95893 0.10228 2.01700
H49 -5.14792 1.33109 2.50740



A 7-piece molecular cluster, C22H49FN7O9P overall, computed with ωB97M-V/def2-TZVPD.

Summary:
Orbital gap   8.2 eV
E_LUMO   0.43 eV
SMILES   NP(O)[C@H]1C[C@@H](F)OC1=O.CNC(C)=O.CNC(C)=O.CNC(C)=O.CNC(C)=O.CNC(C)=O.CNC(C)=O

CARTESIAN COORDINATES (ANGSTROEM)
N1 -0.33857 1.40665 -2.03791
P1 1.33233 1.04156 -1.93149
O1 1.50956 0.12942 -3.30202
C1 1.22666 -0.35059 -0.66635
C2 1.57021 -1.81902 -1.02761
C3 1.32443 -2.40437 0.34470
F1 1.91580 -3.64146 0.53913
O2 1.94234 -1.48396 1.24754
C4 2.07412 -0.25955 0.58620
O3 2.79199 0.57724 1.01680
H1 -0.64138 1.73310 -1.11490
H2 -0.78949 0.50599 -2.21394
H3 0.74798 -0.45609 -3.46496
H4 0.19629 -0.37509 -0.27059
H5 1.02817 -2.28143 -1.85381
H6 2.66119 -1.88443 -1.17862
H7 0.25787 -2.51127 0.59123
C5 -0.44210 3.13714 3.36672
C6 -0.29941 1.84413 2.60479
O4 -0.48737 1.77681 1.39601
N2 0.07256 0.74413 3.30562
C7 0.31694 0.64691 4.72832
H8 -0.73946 3.90584 2.66017
H9 -1.20187 3.05258 4.14530
H10 0.49775 3.42628 3.83706
H11 0.19869 -0.08080 2.73915
H12 1.34912 0.34587 4.91994
H13 -0.34826 -0.09006 5.18367
H14 0.13137 1.60344 5.20550
C8 0.45174 6.74585 2.66404
C9 0.86743 6.83178 4.11535
O5 1.08565 5.84324 4.79325
N3 0.99368 8.07849 4.65240
C10 0.78044 9.35726 4.01168
H15 0.40068 5.69994 2.38200
H16 -0.52610 7.20478 2.51206
H17 1.17585 7.24803 2.02130
H18 1.27283 8.07113 5.62106
H19 1.69128 9.95904 4.02305
H20 -0.00937 9.92078 4.51230
H21 0.48629 9.21054 2.97716
C11 2.36001 -5.74295 -2.17417
C12 1.55765 -5.15244 -3.30660
O6 0.80873 -4.19865 -3.13518
N4 1.69380 -5.70524 -4.53780
C13 2.53042 -6.81998 -4.92978
H22 2.13741 -5.18235 -1.27099
H23 2.10323 -6.79195 -2.01991
H24 3.42929 -5.67753 -2.37964
H25 1.13370 -5.25858 -5.24762
H26 3.25585 -6.51576 -5.68586
H27 1.92893 -7.63460 -5.33609
H28 3.07479 -7.19587 -4.06938
C14 -3.36006 -1.31072 -3.33580
C15 -2.03963 -1.95545 -3.00714
O7 -1.19239 -1.37558 -2.32622
N5 -1.78590 -3.18902 -3.48152
C16 -2.63875 -4.00612 -4.31056
H29 -3.37943 -0.32642 -2.87588
H30 -3.46369 -1.20280 -4.41264
H31 -4.19204 -1.90306 -2.94943
H32 -0.86060 -3.53612 -3.25987
H33 -2.85324 -4.96137 -3.82706
H34 -2.16311 -4.20268 -5.27384
H35 -3.57840 -3.49648 -4.49821
C17 0.82764 -2.05891 -6.13198
C18 -0.29536 -1.15592 -6.58581
O8 -1.37185 -1.13349 -6.00853
N6 -0.07287 -0.36483 -7.66411
C19 1.13330 -0.25087 -8.45461
H36 0.49015 -2.60250 -5.25095
H37 1.09160 -2.77457 -6.91424
H38 1.71588 -1.48428 -5.86492
H39 -0.85984 0.21674 -7.90843
H40 1.52851 0.76531 -8.41787
H41 0.94314 -0.51072 -9.49748
H42 1.89450 -0.92224 -8.06950
C20 -3.57373 1.08871 7.47148
C21 -2.17034 1.65039 7.48570
O9 -1.73544 2.31843 6.56332
N7 -1.39522 1.38043 8.57014
C22 -1.73537 0.60908 9.74587
H43 -4.04481 1.39541 6.54247
H44 -3.56159 -0.00073 7.52413
H45 -4.15759 1.46718 8.31147
H46 -0.47404 1.78790 8.51753
H47 -1.66716 1.21978 10.64785
H48 -1.06761 -0.24672 9.85895
H49 -2.75201 0.23657 9.66561



C22H49IrN2OP3Se as an isolated structure, computed with ωB97M-V/def2-TZVPD.

Summary:
Orbital gap (spin up / spin down)   2.2 / 2.8 eV
Net charge   +3
E_LUMO (spin up / spin down)   -10.97 / -12.78 eV
Energy relative to the best compared isomer or geometry (same formula, charge and spin)   48.6 kcal per mole
Multiplicity   5

CARTESIAN COORDINATES (ANGSTROEM)
Ir1 1.88111 -0.14299 0.62599
P1 0.87092 0.49981 2.55925
P2 1.50706 1.86561 -0.47426
P3 0.88988 -2.24362 0.44378
H1 -0.77208 0.65185 -3.88443
C1 -0.79204 -0.28680 -3.29328
C2 -1.98859 -0.50705 -2.35698
H2 -1.66717 -0.25190 -1.32052
C3 2.30773 0.77339 3.64910
C4 -0.19493 1.98694 2.64704
C5 -0.18857 -0.73290 3.39192
C6 1.94808 2.08469 -2.24288
C7 -0.06582 2.81971 -0.45540
C8 2.75707 2.90515 0.39042
C9 1.07764 -3.14109 -1.13985
C10 -0.86281 -2.63378 0.87776
C11 1.86823 -3.33270 1.55201
H3 -0.65642 -1.19168 -3.91984
H4 -2.30084 -1.55419 -2.40151
H5 1.97156 1.13190 4.62557
H6 2.97177 1.51475 3.18916
H7 2.84292 -0.17623 3.76786
H8 -0.49868 2.18497 3.68443
H9 -1.10014 1.82021 2.04413
H10 0.32738 2.87403 2.27255
H11 -0.34379 -0.46111 4.44414
H12 0.26527 -1.72897 3.35605
H13 -1.16729 -0.76372 2.89525
H14 2.48255 3.04011 -2.36025
H15 1.03150 2.10264 -2.84995
H16 2.59800 1.27483 -2.58905
H17 -0.01201 3.67644 0.22713
H18 -0.92552 2.19950 -0.16683
H19 -0.27282 3.22557 -1.45699
H20 3.03852 3.71152 -0.29573
H21 3.64283 2.29117 0.60988
H22 2.35476 3.32937 1.31772
H23 1.14554 -4.22437 -0.93702
H24 1.99268 -2.82532 -1.65567
H25 0.21255 -2.95405 -1.79311
H26 -1.24894 -3.32264 0.11802
H27 -1.49693 -1.73804 0.89576
H28 -0.89877 -3.12448 1.85809
H29 1.70289 -4.36920 1.23019
H30 1.55235 -3.22886 2.59282
H31 2.93679 -3.09733 1.47048
C12 4.72489 -1.21771 -1.05792
C13 4.03407 -1.09079 -2.28258
C14 4.68834 -1.39027 -3.48856
C15 6.00282 -1.89740 -3.48052
C16 6.63067 -2.14563 -2.24689
C17 5.99883 -1.82619 -1.05160
Se1 4.09021 -0.54021 0.63919
H32 0.07310 -0.19678 -2.56516
H33 2.98419 -0.76028 -2.25208
H34 4.15029 -1.22946 -4.42279
H35 6.50198 -2.09937 -4.41881
H36 7.62474 -2.58884 -2.23623
H37 6.47746 -2.03995 -0.10499
C18 -3.92702 0.32627 2.75007
N1 -4.66559 0.73288 1.57027
C19 -6.01804 1.21811 1.78985
C20 -3.91051 0.85109 0.42741
O1 -2.68013 0.68080 0.48524
N2 -4.51076 1.06085 -0.80954
C21 -5.94700 1.15411 -1.03028
C22 -3.65136 1.24751 -1.90975
H38 -4.63380 0.26601 3.57784
H39 -3.13194 1.03963 2.99774
H40 -3.47667 -0.65847 2.58875
H41 -6.16443 2.23190 1.39000
H42 -6.76521 0.53359 1.36405
H43 -6.17713 1.25061 2.87147
H44 -6.10770 1.14004 -2.10948
H45 -6.46143 0.29738 -0.58475
H46 -6.37673 2.08674 -0.63552
H47 -2.88525 1.99310 -1.67888
H48 -2.96567 0.15459 -2.44028
H49 -4.24863 1.48499 -2.78822



Table of energy (hartree), in record order: -6182.526686, -2369.499850, -4581.133889